Record 1
The following is a DFT calculation (ωB97M-V with the def2-TZVPD basis set) of 2 unconnected molecules or ions with the total composition C3H9NO2S at a distorted geometry.

Geometry as ORCA input:
```
! RIJCOSX wB97M-V def2-TZVPD def2/J DEFGRID3
* xyz -1 2
C -0.52 -1.37 0.21
C -0.26 -0.23 1.21
S -1.45 1.18 0.96
C 0.34 -1.21 -1.06
N 1.29 -2.16 -1.18
O 0.25 -0.23 -1.77
H -0.20 -2.30 0.68
H -1.58 -1.48 -0.02
H -0.27 -0.52 2.25
H 0.68 0.24 0.93
H -2.45 0.29 1.07
H 1.08 -3.10 -0.86
H 1.83 -2.19 -2.03
H 0.70 2.63 0.23
H 2.07 3.08 0.10
O 1.59 2.28 0.26
*
```

Output
* frontier orbital gap (alpha / beta): 0.0833 / 0.3142 hartree
* LUMO (alpha / beta): 3.32 / 3.37 eV
* relative energy (zero: lowest compared OMol25 entry of this formula, charge and spin): 100.6 kJ/mol

***

Record 2
The following is a DFT calculation (ωB97M-V with the def2-TZVPD basis set) of 2 unconnected molecules or ions with the total composition C4H13NO at a distorted geometry.

Geometry as ORCA input:
```
! RIJCOSX wB97M-V def2-TZVPD def2/J DEFGRID3
* xyz 0 1
N -0.33 0.42 0.78
C 0.42 -1.54 -0.40
C -2.60 1.40 0.97
C 0.68 -0.10 -0.11
C -1.69 0.47 0.18
H -0.25 -0.19 1.60
H -0.62 -1.64 -0.74
H 0.54 -2.10 0.54
H 1.08 -2.00 -1.16
H -2.33 2.44 0.71
H -2.46 1.27 2.06
H -3.66 1.24 0.73
H 1.71 0.10 0.25
H 0.51 0.54 -1.00
H -1.66 0.80 -0.87
H -2.01 -0.59 0.20
O 4.35 -0.57 -1.24
H 4.29 0.04 -0.47
H 4.05 -0.02 -2.01
*
```

Output
* frontier orbital gap: 0.3472 hartree
* LUMO: 0.86 eV
* relative energy (zero: lowest compared OMol25 entry of this formula, charge and spin): 85.1 kJ/mol

***

Record 3
The following is a DFT calculation (ωB97M-V with the def2-TZVPD basis set) of a molecular structure, C15H14BBr7ClF6KLiMgNO20S2 at a distorted geometry.

Geometry as ORCA input:
```
! RIJCOSX wB97M-V def2-TZVPD def2/J DEFGRID3
* xyz 0 1
O 3.54 -2.30 4.65
S 2.20 -2.01 5.09
O 1.27 -2.79 4.39
O 1.83 -0.43 5.20
C 2.18 -0.01 6.53
Cl 1.69 1.58 6.92
Br 4.16 0.07 6.60
C 1.62 -1.16 7.37
Br 2.31 -1.12 9.15
C 0.02 -1.23 7.46
F -0.55 -0.06 7.21
F -0.41 -1.66 8.63
F -0.35 -2.09 6.52
O 2.03 -2.31 6.66
O -1.63 -2.47 3.87
S -2.12 -3.85 3.93
O -2.28 -4.36 2.56
O -3.41 -3.93 4.62
O -1.16 -4.67 4.68
Br 2.06 -0.03 2.79
C 2.43 -0.06 0.88
C 3.70 0.69 0.57
Br 3.46 2.58 0.62
H 1.56 0.35 0.37
H 2.51 -1.13 0.62
H 4.05 0.49 -0.46
H 4.51 0.46 1.27
Li 4.50 -1.78 -0.05
Mg 5.40 -2.83 5.14
C -2.65 -0.15 1.81
C -3.92 -0.73 1.23
O -4.33 0.30 0.34
C -3.21 0.95 -0.07
O -3.17 1.68 -1.01
O -2.16 0.65 0.72
F -4.87 -0.91 2.17
H -2.85 0.49 2.67
H -1.93 -0.91 2.10
H -3.79 -1.66 0.67
C -5.45 1.03 -3.46
Br -5.61 2.35 -4.84
Br -6.86 1.17 -2.17
Br -5.34 -0.75 -4.18
H -4.53 1.22 -2.94
O -8.66 -2.18 -9.83
C -8.24 -1.46 -8.98
O -8.43 -1.71 -7.66
C -7.91 -0.62 -6.86
C -6.89 0.07 -7.75
C -7.49 -0.15 -9.15
H -8.74 0.03 -6.59
H -7.47 -1.03 -5.95
H -6.74 1.12 -7.50
H -5.93 -0.43 -7.68
H -8.20 0.63 -9.42
H -6.73 -0.25 -9.92
B 8.06 4.66 -1.61
O 8.11 4.91 -0.15
C 7.44 3.95 0.47
O 7.27 3.85 1.65
C 6.92 2.96 -0.62
O 6.29 1.96 -0.43
O 7.31 3.42 -1.79
F 9.39 4.47 -2.11
F 7.49 5.71 -2.27
K 11.14 4.04 -2.84
N 6.90 -0.64 -2.47
O 5.72 -0.26 -2.66
O 7.11 -1.68 -1.77
O 7.85 -0.03 -2.95
*
```

Output
* frontier orbital gap: 0.0667 hartree
* LUMO: -5.53 eV

***

Quick rundown of electronic energy, same order as above: -723.09195 -290.16454 -22845.63540 Ha